1.
DFT (ωB97M-V with the def2-TZVPD basis set) results for 2 unconnected molecules or ions with the total composition C3H9OS in a non-equilibrium geometry.

Its spin multiplicity is 1. For the total energy, the calculation gives -16138.25552 eV. As for the HOMO energy: -1.5 eV. For the energy above the lowest of the compared OMol25 structures with the same formula, charge and spin, the calculation gives 270.2 kJ/mol. The calculation puts the maximum force at 0.0277 hartree/bohr. As for the charge: -1.

Element x y z (Å)
1 C -0.1555 1.3755 -0.8144
2 H -0.3594 -0.2216 3.3019
3 S -0.9962 -0.1528 -1.0863
4 H 0.9000 -1.6009 -1.1411
5 H 0.1502 -1.0532 1.8235
6 H -0.5649 2.1815 -1.4163
7 H -0.3337 -2.1055 -2.3109
8 H -1.2607 0.0151 1.8628
9 H 0.7497 -0.7651 -2.7283
10 H 0.9237 1.2911 -0.8124
11 H 0.3529 1.4065 1.0774
12 O 0.6030 0.9767 1.9483
13 C -0.2225 -0.0983 2.2090
14 C 0.2134 -1.2490 -1.9132

2.
DFT (ωB97M-V with the def2-TZVPD basis set) results for a molecular structure, C22H36BrN2O20PSSb in a non-equilibrium geometry.

Its spin multiplicity is 1. For the total energy, the calculation gives -164027.81430 eV. As for the HOMO energy: -3.5 eV. The calculation puts the maximum force at 0.0250 hartree/bohr. As for the charge: -1.

Element x y z (Å)
1 H -9.3944 -0.3468 6.6335
2 O 5.5416 -3.0725 -8.4307
3 H -0.4696 4.5611 -1.4976
4 O -6.6794 0.1181 7.1766
5 C 4.2397 1.5186 2.7675
6 H 5.4784 -1.5253 -10.7707
7 H -3.8242 1.6667 7.5053
8 H -7.6500 1.0371 8.7439
9 H 0.6382 5.6943 0.0982
10 C -3.1109 -3.6327 -0.7397
11 O -4.2083 -4.4088 -0.2355
12 O -2.5128 2.0265 1.7260
13 H 1.4925 2.6241 2.3324
14 H -2.3806 -4.3106 -1.1852
15 H 6.4996 3.1585 1.6480
16 C 5.9277 -2.5078 -10.6185
17 S -2.2386 3.9512 -0.1156
18 H -0.1078 4.8028 1.4063
19 C -8.9277 0.5495 7.0446
20 C 4.8850 -1.2061 -3.7895
21 C -3.7911 -2.7533 -1.7652
22 Sb 3.2345 1.1742 0.8147
23 O -1.9032 1.3082 6.8030
24 O 4.5919 -0.2777 0.3440
25 O -0.2056 0.0442 6.0328
26 C 6.6116 -2.6294 -9.2708
27 H -3.7254 -0.7491 7.3692
28 C -7.8221 0.2285 8.0318
29 O -2.3395 -0.6585 5.8454
30 H -7.9794 -0.6997 8.5737
31 C -6.9229 0.8255 6.0451
32 O -6.1101 1.0662 5.2145
33 O 6.2392 2.3246 2.0550
34 H -2.8835 0.1840 2.6712
35 O 4.2210 -2.3682 -3.5680
36 C 4.3061 -1.9955 -5.8292
37 H 3.5397 1.6050 3.5978
38 H 0.6588 -0.5830 -1.8518
39 H -2.6386 -3.0687 0.0594
40 H 2.2668 -0.1416 1.4555
41 H 2.3037 4.5132 1.4131
42 O -4.9062 -3.5636 -2.1717
43 H 2.4883 -2.3476 -4.6772
44 C -3.5743 -0.2172 6.4270
45 H -9.6963 1.2002 7.4517
46 O 0.7496 0.2497 -1.3838
47 N -2.8937 0.2214 0.5606
48 C 4.6095 -3.6780 -9.2060
49 P 2.3596 0.6782 -1.5903
50 O -6.1430 -5.1308 -1.1316
51 H -4.1647 -1.8262 -1.3299
52 C 3.5129 -2.7164 -4.7573
53 H -3.1612 -2.5184 -2.6182
54 O 3.6844 -4.2908 -8.7887
55 H 5.1262 -2.5953 -6.2088
56 H 2.3423 3.9517 -0.2385
57 H -3.5972 1.8511 5.7550
58 H 3.6936 -1.6536 -6.6600
59 O 4.8418 -0.8812 -5.1117
60 H 6.5791 -2.7386 -11.4568
61 C -2.7794 0.7169 1.7432
62 C -5.1793 -4.4353 -1.1762
63 C 0.4179 4.6857 0.4591
64 H 7.0154 -1.6899 -8.9032
65 H 7.3979 -3.3859 -9.2659
66 H 5.3044 0.0864 -0.1914
67 C 1.5558 2.5408 1.2448
68 H 4.9081 0.6753 2.9448
69 Br 2.2807 2.6480 -2.7784
70 C 1.7398 3.9451 0.6683
71 H -0.1118 2.9980 -0.8370
72 O 5.0365 2.7088 2.7446
73 O -8.2143 1.2167 5.9988
74 H -4.3994 -0.4249 5.7611
75 H 3.4966 -3.7955 -4.8888
76 H 4.2332 2.4385 0.1204
77 C -0.4826 3.9848 -0.5739
78 O 5.4350 -0.5661 -2.9628
79 O 4.8825 -3.4806 -10.5178
80 C -1.3637 0.2144 6.2092
81 N -2.7152 1.2622 -0.3203
82 C -3.3239 1.2609 6.6296
83 C -2.4884 2.3165 0.3936
84 H 0.6527 2.0378 0.8937

3.
DFT (ωB97M-V with the def2-TZVPD basis set) results for a molecular structure, C2H7N3O2 in a non-equilibrium geometry.

Its spin multiplicity is 1. For the total energy, the calculation gives -10738.01492 eV. As for the HOMO energy: -9.3 eV. For the energy above the lowest of the compared OMol25 structures with the same formula, charge and spin, the calculation gives 1549.6 kJ/mol. The calculation puts the maximum force at 0.1070 hartree/bohr.

Element x y z (Å)
1 N 0.9447 0.2071 -0.2839
2 C 1.4917 -1.0140 -0.7131
3 H 2.6183 1.7418 0.6107
4 H 0.6386 0.9820 1.5374
5 H -1.7684 1.4035 -0.1602
6 H 2.2795 -0.4381 -1.7232
7 O -0.9012 1.4010 -0.5592
8 N -1.0295 -0.8616 0.4064
9 H 2.0965 -1.6473 0.4466
10 N -0.3568 0.0782 -0.2314
11 H 0.2186 -1.6141 -1.2647
12 O -2.2905 -0.5184 0.3810
13 C 1.8398 0.5426 0.9247
14 H 2.5527 -0.6260 1.4713

4.
DFT (ωB97M-V with the def2-TZVPD basis set) results for a molecular structure, C23H26FN2O3 in a non-equilibrium geometry.

Its spin multiplicity is 1. For the total energy, the calculation gives -36085.58568 eV. As for the HOMO energy: -10.9 eV. For the energy above the lowest of the compared OMol25 structures with the same formula, charge and spin, the calculation gives 1988.7 kJ/mol. The calculation puts the maximum force at 0.3321 hartree/bohr. As for the charge: +1.

Element x y z (Å)
1 C -5.9159 -2.9661 -1.0173
2 H 0.4491 1.2552 -2.7346
3 C -3.1238 0.3125 0.3387
4 C 5.0078 -1.1191 0.8879
5 H 6.2729 0.5788 -1.8605
6 F 7.2841 -0.7508 -0.0031
7 C 1.8938 0.2179 -0.6901
8 H 1.4410 4.8523 0.4050
9 O -4.2045 0.1299 1.0797
10 H -5.4493 -0.5587 3.4161
11 C -0.0814 3.3533 0.2566
12 H -6.7254 -3.0664 -0.6946
13 H -6.3452 0.7494 2.2146
14 H 1.0903 -0.3690 0.2358
15 H 6.6230 -2.7543 3.3505
16 H -2.0133 1.7163 1.4413
17 C 3.7639 -0.6760 0.5188
18 C -0.9732 0.2315 -1.6606
19 H 3.1125 -1.3563 1.4076
20 O 5.4027 -1.6549 1.8714
21 H -0.8800 3.7836 0.2267
22 H -1.9990 -1.3161 -2.5883
23 H -4.2312 1.9150 1.9897
24 H -4.9298 -2.1964 0.6224
25 O -3.9337 -1.8908 -1.2485
26 H -6.0430 -2.7450 -2.0149
27 C 6.0221 -0.5421 -0.0552
28 H -3.2289 0.9018 2.8834
29 H -0.0794 -0.2619 -3.4518
30 C -4.1687 0.7528 2.1639
31 H 1.3023 -1.4117 -2.0717
32 C 6.7280 -2.1523 2.0184
33 C 4.1756 0.4862 -1.5010
34 C 1.2973 3.8907 0.1792
35 H 2.0790 0.0823 -2.7952
36 H 7.1522 -1.1261 2.5142
37 C -1.0113 1.0822 -0.5251
38 H 3.9250 1.1939 -2.1644
39 C 0.2858 0.2801 -2.5810
40 C -5.0323 -1.8852 -0.3907
41 H -5.5882 -0.8460 -0.4200
42 N 1.3203 -0.2907 -2.0630
43 C 3.2947 -0.2382 -0.4993
44 N 0.0622 1.9405 -0.3314
45 H 7.1909 -2.6767 1.4206
46 C -2.0813 -0.8207 -1.5226
47 C 1.4291 1.7845 -0.6848
48 H 3.2849 2.8962 -0.3589
49 C 5.5653 0.3912 -1.2311
50 H -5.3348 -3.9775 -1.0037
51 C -5.4665 0.7180 3.0455
52 C -3.1073 -0.8590 -0.7393
53 H -5.6641 1.2665 3.9829
54 C -1.9710 0.9582 0.4675
55 C 2.1267 2.7870 -0.0359

5.
DFT (ωB97M-V with the def2-TZVPD basis set) results for 2 unconnected molecules or ions with the total composition C9H15NO in a non-equilibrium geometry.

Its spin multiplicity is 1. For the total energy, the calculation gives -13110.23363 eV. As for the HOMO energy: -7.9 eV. For the energy above the lowest of the compared OMol25 structures with the same formula, charge and spin, the calculation gives 395.1 kJ/mol. The calculation puts the maximum force at 0.1124 hartree/bohr. Its SMILES is CC(C)=C1COC=N1.C=CC.

Element x y z (Å)
1 C 2.7979 -1.5695 0.5114
2 H -3.2314 -2.1311 1.0763
3 H 0.4137 1.7388 -1.4798
4 H -0.8751 2.6586 -1.1695
5 C 1.3007 -0.9878 -1.5057
6 C -0.3434 1.0140 0.3487
7 C 1.5289 -1.4484 -0.2873
8 H 2.8270 -0.8753 1.4736
9 H 0.6223 -1.9346 0.0264
10 H 0.0109 1.6962 2.3805
11 H 2.8878 -2.5483 0.7177
12 C -2.8890 -1.2910 0.5944
13 H 2.0466 -0.4788 -1.9503
14 C -1.5274 0.3392 0.2943
15 H 3.5587 -1.1346 -0.1529
16 C -2.5278 0.3617 -0.8597
17 H 0.7683 -0.0221 1.9228
18 N -1.9219 -0.6829 1.1448
19 H 0.6730 2.9303 -0.2596
20 H -3.0225 1.2442 -0.8811
21 H 1.5498 1.6139 1.5414
22 C 0.5238 1.1063 1.5964
23 H -2.0066 -0.0198 -1.8546
24 C -0.0502 2.1472 -0.6515
25 O -3.4328 -0.7241 -0.5097
26 H 0.3184 -1.0021 -2.0672

6.
DFT (ωB97M-V with the def2-TZVPD basis set) results for a molecular structure, ClH10NiO5.

Its expectation value of S² is 2.006. Its spin multiplicity is 3. For the total energy, the calculation gives -63954.19113 eV. As for the HOMO energy (alpha / beta): -14.5 / -14.5 eV. For the energy above the lowest of the compared OMol25 structures with the same formula, charge and spin, the calculation gives 693.2 kJ/mol. The calculation puts the maximum force at 0.0095 hartree/bohr. As for the charge: +1.

Element x y z (Å)
1 H 9.4735 17.7117 -5.0181
2 Cl 10.3164 11.0108 -5.1955
3 O 8.7977 14.6165 -10.2676
4 Ni 11.8105 14.3112 -7.7353
5 H 8.3699 16.6905 -5.1949
6 O 9.2474 16.9177 -5.5025
7 H 15.3593 15.6861 -4.9836
8 H 14.1374 15.6118 -4.0929
9 H 13.5507 18.2055 -9.3021
10 H 8.4813 15.4391 -10.6410
11 H 8.1911 13.9539 -10.5981
12 H 15.0972 12.0677 -10.0412
13 H 13.3624 17.7677 -10.7390
14 O 14.1747 11.9614 -9.8089
15 H 13.9894 11.0377 -9.9784
16 O 13.3467 17.4403 -9.8397
17 O 14.4531 15.3783 -4.9659